No. 1
{"formula": "C25H31BrIrN4PS3", "method": "the ωB97M-V functional and the def2-TZVPD basis", "fmax_ev_per_a": 0.1, "e_above_lowest_ev": 0.000, "homo_ev": -12.962, "e_tot_ev": -147051.8899, "lumo_ev": -6.2, "charge": 2, "species": ["Ir", "Br", "C", "C", "C", "C", "C", "N", "H", "H", "H", "H", "C", "N", "C", "C", "C", "C", "C", "C", "C", "C", "H", "H", "H", "H", "H", "H", "H", "H", "H", "H", "H", "H", "H", "C", "P", "C", "C", "H", "H", "H", "H", "H", "H", "H", "H", "H", "S", "C", "S", "C", "N", "N", "C", "C", "C", "C", "C", "C", "S", "H", "H", "H", "H", "H"], "coordinates": [[0.747, -0.372, 0.606], [-1.265, -0.929, 2.325], [-1.685, -1.859, 0.728], [-2.751, -2.721, 0.619], [-2.884, -3.395, -0.587], [-1.951, -3.180, -1.591], [-0.922, -2.286, -1.379], [-0.789, -1.613, -0.225], [-3.436, -2.867, 1.441], [-3.701, -4.088, -0.732], [-2.018, -3.700, -2.536], [-0.181, -2.090, -2.137], [0.373, 4.730, 3.162], [0.143, 3.317, 2.757], [-1.311, 3.003, 2.772], [0.898, 2.946, 1.477], [0.018, 2.591, 0.312], [-0.593, 3.679, -0.324], [-1.475, 3.519, -1.373], [-1.744, 2.233, -1.811], [-1.118, 1.149, -1.216], [-0.218, 1.281, -0.149], [-0.096, 4.897, 4.129], [-0.067, 5.387, 2.415], [1.442, 4.911, 3.236], [0.553, 2.691, 3.470], [-1.836, 3.647, 2.073], [-1.670, 3.164, 3.787], [-1.455, 1.965, 2.486], [1.551, 2.126, 1.751], [1.512, 3.812, 1.237], [-0.357, 4.680, 0.021], [-1.934, 4.377, -1.844], [-2.429, 2.067, -2.632], [-1.339, 0.177, -1.628], [1.693, 0.022, -2.714], [2.293, -0.109, -1.015], [3.280, 1.389, -0.814], [3.462, -1.487, -1.014], [2.553, 0.200, -3.361], [1.000, 0.856, -2.805], [1.208, -0.891, -3.051], [4.031, 1.441, -1.604], [3.779, 1.394, 0.155], [2.627, 2.259, -0.890], [4.200, -1.353, -1.807], [2.935, -2.428, -1.175], [3.975, -1.536, -0.054], [0.202, -1.179, 7.316], [0.700, -0.605, 5.884], [1.684, -1.483, 4.712], [1.653, -0.117, 3.652], [1.013, 0.902, 4.107], [0.469, 0.635, 5.335], [-0.200, 1.713, 5.998], [0.522, 2.855, 6.316], [-0.130, 3.914, 6.935], [-1.482, 3.818, 7.236], [-2.187, 2.660, 6.929], [-1.547, 1.599, 6.307], [2.455, -0.137, 2.083], [1.587, 2.896, 6.117], [0.426, 4.802, 7.208], [-1.983, 4.637, 7.734], [-3.234, 2.580, 7.189], [-2.073, 0.679, 6.084]]}



No. 2
{"formula": "C3H5NO2S", "method": "the ωB97M-V functional and the def2-TZVPD basis", "fmax_ev_per_a": 3.5, "smiles": "OC1=N[C@@H](O)CS1", "e_above_lowest_ev": 0.919, "homo_ev": -9.259, "e_tot_ev": -19611.5926, "lumo_ev": 0.4, "species": ["C", "C", "C", "N", "O", "O", "S", "H", "H", "H", "H", "H"], "coordinates": [[1.274, -0.471, 0.067], [-0.649, 0.915, 0.702], [-0.654, 0.366, -0.732], [0.517, -0.396, -0.934], [2.430, -1.192, 0.088], [-1.782, -0.485, -0.736], [0.936, 0.453, 1.480], [-0.842, 1.969, 0.603], [-1.404, 0.292, 1.256], [-0.751, 1.219, -1.427], [2.629, -1.484, 1.084], [-1.703, -1.186, -1.450]]}



No. 3
{"formula": "C26H17F2FeN4", "method": "the ωB97M-V functional and the def2-TZVPD basis", "fmax_ev_per_a": 0.7, "s2": 0.798, "multiplicity": 2, "homo_ev": [-14.344, -14.350], "e_tot_ev": -73008.0419, "lumo_ev": [-7.4, -7.2], "charge": 2, "species": ["Fe", "C", "C", "C", "C", "N", "C", "C", "C", "C", "C", "C", "N", "C", "C", "C", "C", "C", "N", "H", "H", "H", "H", "H", "H", "H", "H", "H", "H", "H", "F", "C", "C", "C", "C", "C", "F", "C", "C", "C", "C", "C", "C", "N", "H", "H", "H", "H", "H", "H"], "coordinates": [[0.013, -0.154, 0.155], [3.998, -1.190, -1.017], [3.831, -1.371, -2.376], [2.571, -1.188, -2.939], [1.521, -0.838, -2.122], [1.686, -0.677, -0.781], [2.898, -0.839, -0.252], [0.139, -0.595, -2.603], [-0.350, -0.713, -3.892], [-1.697, -0.444, -4.105], [-2.535, -0.082, -3.057], [-1.986, 0.018, -1.792], [-0.683, -0.224, -1.617], [-2.667, 0.371, -0.523], [-3.999, 0.709, -0.431], [-4.525, 1.042, 0.813], [-3.701, 1.033, 1.922], [-2.370, 0.682, 1.760], [-1.863, 0.347, 0.574], [4.962, -1.314, -0.546], [4.670, -1.646, -3.002], [2.422, -1.312, -4.002], [2.981, -0.678, 0.815], [0.288, -1.006, -4.712], [-2.102, -0.526, -5.105], [-3.583, 0.111, -3.235], [-4.624, 0.723, -1.313], [-5.569, 1.311, 0.907], [-4.071, 1.295, 2.902], [-1.684, 0.669, 2.596], [1.171, 4.887, -0.628], [1.188, 3.851, 0.201], [0.668, 2.639, -0.245], [0.696, 1.579, 0.631], [1.221, 1.688, 1.923], [1.726, 2.927, 2.307], [2.236, 3.070, 3.532], [1.720, 4.020, 1.465], [1.168, 0.459, 2.712], [1.602, 0.240, 4.013], [1.449, -1.021, 4.566], [0.869, -2.043, 3.822], [0.459, -1.759, 2.538], [0.606, -0.541, 2.000], [0.266, 2.574, -1.248], [2.117, 4.974, 1.783], [2.050, 1.045, 4.574], [1.781, -1.209, 5.578], [0.737, -3.035, 4.229], [0.000, -2.514, 1.909]]}



No. 4
{"formula": "C37H34CoF2N3P2S2", "method": "the ωB97M-V functional and the def2-TZVPD basis", "fmax_ev_per_a": 0.7, "s2": 6.018, "multiplicity": 5, "e_above_lowest_ev": 1.144, "homo_ev": [-12.540, -12.538], "e_tot_ev": -126688.1494, "lumo_ev": [-5.4, -8.1], "charge": 2, "species": ["Co", "S", "C", "C", "C", "C", "C", "C", "N", "C", "C", "C", "C", "C", "C", "C", "C", "N", "C", "C", "C", "C", "C", "S", "C", "H", "H", "H", "H", "H", "H", "H", "H", "H", "H", "H", "H", "F", "C", "C", "C", "C", "C", "F", "C", "C", "C", "C", "C", "C", "N", "H", "H", "H", "H", "H", "H", "C", "P", "C", "C", "C", "P", "C", "C", "H", "H", "H", "H", "H", "H", "H", "H", "H", "H", "H", "H", "H", "H", "H", "H"], "coordinates": [[-0.068, 0.380, -0.391], [1.182, -3.974, -4.179], [1.937, -5.176, -5.125], [3.060, -5.648, -4.527], [3.318, -5.018, -3.281], [2.388, -4.077, -2.939], [2.359, -3.237, -1.738], [1.430, -2.189, -1.599], [1.365, -1.343, -0.585], [2.219, -1.538, 0.447], [3.161, -2.579, 0.433], [4.020, -2.777, 1.564], [3.907, -1.997, 2.653], [2.931, -0.946, 2.707], [2.751, -0.176, 3.860], [1.781, 0.799, 3.895], [1.046, 0.993, 2.709], [1.192, 0.299, 1.595], [2.114, -0.694, 1.597], [1.500, 1.614, 5.081], [0.543, 2.579, 5.253], [0.547, 3.157, 6.547], [1.509, 2.623, 7.344], [2.411, 1.432, 6.536], [3.230, -3.412, -0.687], [1.501, -5.480, -6.067], [3.682, -6.422, -4.961], [4.175, -5.259, -2.664], [0.691, -2.078, -2.374], [4.744, -3.582, 1.528], [4.542, -2.151, 3.518], [3.368, -0.373, 4.731], [0.306, 1.775, 2.715], [-0.162, 2.867, 4.482], [-0.133, 3.931, 6.876], [1.736, 2.876, 8.372], [3.957, -4.217, -0.694], [-3.424, -3.784, -0.103], [-3.139, -2.550, 0.295], [-2.057, -1.894, -0.271], [-1.750, -0.609, 0.136], [-2.534, 0.029, 1.115], [-3.604, -0.685, 1.656], [-4.372, -0.143, 2.612], [-3.927, -1.966, 1.263], [-2.146, 1.393, 1.521], [-2.812, 2.193, 2.457], [-2.321, 3.449, 2.765], [-1.156, 3.908, 2.156], [-0.556, 3.083, 1.233], [-1.042, 1.874, 0.906], [-1.472, -2.424, -1.018], [-4.765, -2.486, 1.707], [-3.703, 1.837, 2.945], [-2.841, 4.068, 3.488], [-0.724, 4.870, 2.399], [0.366, 3.380, 0.743], [-0.873, -0.865, -3.692], [0.115, 0.495, -2.951], [1.741, 0.452, -3.788], [-0.672, 1.860, -3.910], [-2.164, 1.911, -3.579], [-2.308, 2.042, -1.771], [-1.981, 3.820, -1.492], [-4.050, 1.791, -1.329], [-0.756, -0.826, -4.775], [-1.924, -0.726, -3.432], [-0.596, -1.856, -3.347], [1.578, 0.299, -4.854], [2.404, -0.325, -3.416], [2.232, 1.416, -3.641], [-0.517, 1.657, -4.969], [-0.157, 2.796, -3.676], [-2.663, 0.994, -3.892], [-2.677, 2.749, -4.050], [-2.484, 4.372, -2.287], [-0.916, 4.050, -1.519], [-2.386, 4.127, -0.534], [-4.654, 2.451, -1.952], [-4.209, 2.035, -0.280], [-4.341, 0.754, -1.501]]}



No. 5
{"formula": "C15H25ClF11IN4O5P2", "method": "the ωB97M-V functional and the def2-TZVPD basis", "fmax_ev_per_a": 7.6, "e_above_lowest_ev": 6.702, "homo_ev": -6.538, "e_tot_ev": -101238.9001, "lumo_ev": -3.6, "species": ["N", "C", "C", "C", "N", "C", "N", "C", "C", "O", "C", "C", "F", "F", "C", "F", "F", "C", "F", "F", "C", "F", "F", "N", "I", "P", "O", "P", "O", "Cl", "H", "H", "H", "H", "H", "H", "H", "H", "H", "H", "H", "H", "H", "H", "H", "H", "H", "H", "H", "C", "C", "O", "C", "O", "C", "F", "F", "F", "H", "H", "H", "H", "H", "H"], "coordinates": [[-4.349, 3.149, -1.445], [-4.068, 3.712, -0.039], [-2.412, 3.879, 0.118], [-1.779, 2.372, -0.010], [-0.387, 2.205, 0.554], [-0.368, 2.066, 2.059], [0.687, 1.449, 2.707], [1.923, 0.877, 2.051], [1.647, -0.296, 0.940], [0.956, -1.491, 1.448], [-0.284, -1.730, 0.645], [-0.694, -3.315, 0.961], [0.004, -4.159, -0.037], [-0.105, -3.602, 2.316], [-2.310, -3.567, 1.072], [-2.815, -3.119, 2.418], [-2.527, -5.043, 1.011], [-3.201, -2.905, -0.134], [-3.439, -1.437, 0.111], [-4.559, -3.551, -0.054], [-2.635, -3.203, -1.649], [-2.866, -4.664, -1.913], [-3.413, -2.348, -2.620], [-1.521, 2.536, 2.939], [-2.420, 0.973, 3.934], [-1.054, 3.877, 4.016], [-2.383, 4.489, 4.695], [0.768, 3.417, -0.055], [0.621, 4.859, 0.971], [0.292, 3.937, -2.103], [-4.364, 2.093, -1.409], [-5.321, 3.465, -1.740], [-4.516, 2.933, 0.715], [-4.618, 4.765, 0.066], [-2.237, 4.385, 1.182], [-2.086, 4.632, -0.716], [-1.747, 2.064, -1.146], [-2.560, 1.636, 0.509], [0.631, 1.352, 3.766], [2.601, 0.384, 2.897], [2.549, 1.771, 1.593], [2.721, -0.641, 0.549], [1.083, 0.094, -0.037], [-0.110, -1.668, -0.510], [-1.088, -0.967, 1.030], [-1.495, -2.928, -1.801], [-0.408, 4.989, 3.364], [-0.267, 3.338, 5.095], [1.283, 4.645, 1.721], [3.118, -3.316, -3.725], [3.338, -3.536, -2.241], [4.657, -3.220, -1.811], [5.005, -1.830, -1.557], [4.125, -1.268, -0.733], [5.266, -0.991, -2.870], [5.906, -1.748, -3.810], [6.094, 0.066, -2.633], [4.157, -0.492, -3.468], [3.992, -3.624, -4.308], [2.246, -3.881, -4.068], [2.920, -2.267, -3.943], [3.224, -4.610, -2.052], [2.565, -3.044, -1.642], [6.029, -1.948, -1.174]]}



No. 6
{"formula": "C19H14F2N2O3", "method": "the ωB97M-V functional and the def2-TZVPD basis", "fmax_ev_per_a": 1.5, "e_above_lowest_ev": 0.433, "homo_ev": -7.184, "e_tot_ev": -34486.2174, "lumo_ev": -3.5, "species": ["F", "C", "C", "C", "C", "C", "C", "C", "C", "C", "C", "C", "F", "C", "C", "C", "C", "H", "H", "H", "H", "H", "H", "H", "H", "H", "H", "H", "C", "C", "O", "N", "C", "O", "N", "C", "O", "H", "H", "H"], "coordinates": [[-3.913, 2.935, 1.984], [-3.927, 1.563, 2.072], [-5.155, 0.909, 2.048], [-5.151, -0.493, 2.140], [-3.967, -1.196, 2.290], [-2.710, -0.525, 2.331], [-1.529, -1.292, 2.551], [-0.214, -0.836, 2.381], [0.148, 0.211, 1.560], [1.413, 0.869, 1.400], [2.420, 0.820, 2.395], [3.609, 1.505, 2.185], [4.593, 1.430, 3.138], [3.848, 2.275, 1.049], [2.843, 2.339, 0.071], [1.650, 1.652, 0.238], [-2.718, 0.897, 2.217], [-6.074, 1.484, 1.994], [-6.096, -1.031, 2.113], [-3.964, -2.285, 2.387], [-1.672, -2.312, 2.921], [0.581, -1.410, 2.865], [-0.605, 0.540, 0.837], [2.231, 0.309, 3.334], [4.789, 2.808, 0.953], [3.003, 2.941, -0.823], [0.860, 1.706, -0.516], [-1.788, 1.456, 2.277], [1.535, -1.438, 4.898], [1.762, -0.334, 5.772], [2.545, 0.612, 5.600], [0.984, -0.325, 6.946], [0.064, -1.277, 7.371], [-0.649, -1.155, 8.349], [0.069, -2.390, 6.534], [0.790, -2.577, 5.336], [0.697, -3.675, 4.772], [2.195, -1.569, 4.049], [1.093, 0.465, 7.560], [-0.495, -3.160, 6.856]]}